Record 1
A cluster of 2 separate species, C4H14NO in total in a non-equilibrium geometry, computed with ωB97M-V/def2-TZVPD.

Summary:
**Net charge**: +1
**LUMO**: -3.1 eV
**HOMO-LUMO gap**: 12.80 eV

Last columns: bonded neighbours and bond lengths (Å).
Positions of all 20 atoms, in Å:
1 C -0.85531 1.31742 -0.77063  C2 1.523, H6 1.090, H7 1.089, H8 1.085
2 C 0.33525 0.48343 -0.31515  C1 1.523, C3 1.509, N5 1.590, H9 1.088
3 C 1.01018 0.99190 0.93532  C2 1.509, C4 1.530, H10 1.098, H11 1.093
4 C 1.98613 0.04620 1.63892  C3 1.530, H12 1.086, H13 1.093, H14 1.092
5 N -0.18865 -0.98945 -0.02407  C2 1.590, H15 1.042, H16 1.018, H17 1.025
6 H -0.45741 2.33085 -0.81546  C1 1.090
7 H -1.65712 1.23648 -0.03869  C1 1.089
8 H -1.23256 0.96928 -1.72698  C1 1.085
9 H 1.06403 0.27179 -1.09478  C2 1.088
10 H 1.52896 1.89062 0.57649  C3 1.098
11 H 0.30316 1.37882 1.67382  C3 1.093
12 H 2.69507 0.61305 2.23534  C4 1.086
13 H 1.44650 -0.59129 2.34348  C4 1.093
14 H 2.52892 -0.58401 0.93162  C4 1.092
15 H -1.03282 -1.25391 -0.57420  N5 1.042
16 H 0.62013 -1.60684 -0.05332  N5 1.018
17 H -0.46717 -1.05146 0.96045  N5 1.025
18 H -2.99030 -1.29245 -2.34572  O20 0.966
19 H -2.38852 -2.55345 -1.72353  O20 0.961
20 O -2.24850 -1.60700 -1.81292  H18 0.966, H19 0.961

Record 2
A cluster of 2 separate species, C4H14NO in total in a non-equilibrium geometry, computed with ωB97M-V/def2-TZVPD.

Summary:
**Net charge**: +1
**LUMO**: -2.9 eV
**HOMO-LUMO gap**: 11.78 eV

Last columns: bonded neighbours and bond lengths (Å).
Positions of all 20 atoms, in Å:
1 C 0.10933 -0.02783 -1.80977  N5 1.480, H6 1.103, H7 1.103, H8 1.103
2 C -0.83196 1.36793 0.01908  N5 1.535, H9 1.103, H10 1.103, H11 1.103
3 C 0.37853 -0.79607 0.46493  N5 1.536, H12 1.103, H13 1.103, H14 1.103
4 C 1.60683 1.26231 -0.38527  N5 1.522, H15 1.103, H16 1.103, H17 1.103
5 N 0.31803 0.45378 -0.42565  C1 1.480, C2 1.535, C3 1.536, C4 1.522
6 H -0.71218 -0.76277 -1.84980  C1 1.103
7 H 1.03131 -0.51050 -2.17527  C1 1.103
8 H -0.13742 0.81252 -2.48026  C1 1.103
9 H -0.96098 2.15947 -0.73816  C2 1.103
10 H -0.63354 1.84317 0.99448  C2 1.103
11 H -1.77117 0.79419 0.09184  C2 1.103
12 H 1.26384 -1.35531 0.11838  C3 1.103
13 H -0.51555 -1.42417 0.31420  C3 1.103
14 H 0.48948 -0.59507 1.54376  C3 1.103
15 H 2.44365 0.67796 -0.80345  C4 1.103
16 H 1.91218 1.66084 0.59685  C4 1.103
17 H 1.39812 2.10997 -1.05946  C4 1.103
18 O -1.83531 -2.18792 2.68056  H19 0.984, H20 0.984
19 H -1.75154 -2.44135 1.73346  O18 0.984
20 H -1.80163 -3.04116 3.16955  O18 0.984

Record 3
A cluster of 2 separate species, C4H14NO in total in a non-equilibrium geometry, computed with ωB97M-V/def2-TZVPD.

Summary:
**<S²>**: 0.7531
**Multiplicity**: 2
**Net charge**: +2
**LUMO (spin up / spin down)**: -7.1 / -14.8 eV
**HOMO-LUMO gap (spin up / spin down)**: 12.87 / 5.18 eV

Last columns: bonded neighbours and bond lengths (Å).
Positions of all 20 atoms, in Å:
1 C 0.21128 -0.28980 -1.44465  C2 1.531, N5 1.517, H6 1.087, H7 1.101
2 C -0.60227 0.80408 -0.74704  C1 1.531, C3 1.603, H8 1.101, H9 1.100
3 C -1.93321 0.45973 0.07641  C2 1.603, C4 1.498, H10 1.088, H11 1.106
4 C -1.73527 -0.19654 1.40798  C3 1.498, H12 1.089, H13 1.107, H14 1.141
5 N 1.03667 -1.15250 -0.50839  C1 1.517, H15 1.020, H16 1.045, H17 1.024
6 H -0.42283 -0.89342 -2.08847  C1 1.087
7 H 1.07162 0.19054 -1.93597  C1 1.101
8 H 0.08875 1.36994 -0.10352  C2 1.101
9 H -0.91083 1.43722 -1.59248  C2 1.100
10 H -2.43566 1.38213 0.36010  C3 1.088
11 H -2.42833 -0.22000 -0.64161  C3 1.106
12 H -1.31776 -1.20207 1.41516  C4 1.089
13 H -2.70327 -0.03913 1.92181  C4 1.107
14 H -1.00329 0.32177 2.11332  C4 1.141
15 H 0.44490 -1.64067 0.16411  N5 1.020
16 H 1.67696 -0.53860 0.04311  N5 1.045
17 H 1.47649 -2.00453 -0.86809  N5 1.024
18 H 3.37633 1.14598 0.13801  O20 0.962
19 H 3.22199 0.53451 1.59658  O20 0.963
20 O 2.88773 0.53136 0.69363  H18 0.962, H19 0.963

Record 4
A cluster of 3 separate species, C4H14NO2 in total in a non-equilibrium geometry, computed with ωB97M-V/def2-TZVPD.

Summary:
**Net charge**: +1
**LUMO**: -2.9 eV
**HOMO-LUMO gap**: 11.25 eV

Last columns: bonded neighbours and bond lengths (Å).
Positions of all 21 atoms, in Å:
1 C -0.63767 -1.88283 -0.23370  C2 1.539, H6 1.090, H7 1.091, H8 1.081
2 C 0.31178 -1.19805 0.76507  C1 1.539, C3 1.507, H9 1.083, H10 1.095
3 C 0.96965 0.05868 0.25485  C2 1.507, C4 1.319, N5 1.477
4 C 2.26432 0.31059 0.22501  C3 1.319, H11 1.076, H12 1.091
5 N 0.01314 1.11614 -0.13044  C3 1.477, H13 1.028, H14 1.032, H15 1.052
6 H -0.99438 -2.81082 0.21272  C1 1.090
7 H -0.07496 -2.15962 -1.12639  C1 1.091
8 H -1.47118 -1.23157 -0.45555  C1 1.081
9 H 1.10780 -1.86775 1.06496  C2 1.083
10 H -0.24955 -0.88798 1.65271  C2 1.095
11 H 3.02197 -0.41118 0.47459  C4 1.076
12 H 2.63611 1.25561 -0.17470  C4 1.091
13 H 0.44660 2.02782 -0.32594  N5 1.028
14 H -0.55241 0.78198 -0.92660  N5 1.032
15 H -0.59561 1.25272 0.71710  N5 1.052
16 H -1.67981 2.66441 2.51657  O18 0.964
17 H -2.00633 1.18611 2.70424  O18 0.968
18 O -1.60034 1.80683 2.08249  H16 0.964, H17 0.968
19 H -1.05239 -0.24358 -3.15635  O21 0.977
20 H 0.43837 -0.01932 -3.35282  O21 0.965
21 O -0.29510 0.25183 -2.78785  H19 0.977, H20 0.965

Record 5
A cluster of 3 separate species, C4H14NO2 in total in a non-equilibrium geometry, computed with ωB97M-V/def2-TZVPD.

Summary:
**Net charge**: +1
**LUMO**: -3.0 eV
**HOMO-LUMO gap**: 10.09 eV

Last columns: bonded neighbours and bond lengths (Å).
Positions of all 21 atoms, in Å:
1 C -0.80572 -0.58046 1.70459  C2 1.509, N5 1.529, H6 1.158, H7 1.096
2 C 0.68574 -0.77884 1.81644  C1 1.509, C3 1.487, H8 1.213, H9 1.143
3 C 1.36150 0.25840 0.99249  C2 1.487, C4 1.353, H10 1.130
4 C 2.28198 -0.09564 0.06663  C3 1.353, H11 1.120, H12 0.968
5 N -1.17170 -1.17503 0.34478  C1 1.529, H13 1.011, H14 1.099, H15 1.062
6 H -1.56641 -1.08051 2.41981  C1 1.158
7 H -1.13646 0.46433 1.72144  C1 1.096
8 H 1.06232 -0.56593 2.94962  C2 1.213
9 H 1.00447 -1.86905 1.69026  C2 1.143
10 H 1.04120 1.33734 1.09753  C3 1.130
11 H 3.05806 0.63161 -0.28346  C4 1.120
12 H 2.56373 -0.87436 -0.43427  C4 0.968
13 H -2.17874 -1.23801 0.28396  N5 1.011
14 H -0.87828 -0.48693 -0.46064  N5 1.099
15 H -0.70765 -2.10757 0.13816  N5 1.062
16 H -0.35891 2.66701 -1.80462  O18 0.897
17 H 1.04909 2.33781 -2.00956  O18 0.885
18 O 0.24796 2.00693 -1.82892  H16 0.897, H17 0.885
19 H -1.84924 -0.34870 -2.91577  O21 1.006
20 H -1.35340 0.86241 -2.00428  O21 1.030
21 O -1.83406 -0.04755 -1.95640  H19 1.006, H20 1.030

Record 6
A cluster of 2 separate species, C4H14NO2 in total in a non-equilibrium geometry, computed with ωB97M-V/def2-TZVPD.

Summary:
**Net charge**: +1
**LUMO**: -3.5 eV
**HOMO-LUMO gap**: 9.99 eV

Last columns: bonded neighbours and bond lengths (Å).
Positions of all 21 atoms, in Å:
1 C 0.30546 -0.76703 -1.15016  C2 1.527, N6 1.514, H7 1.080, H8 1.082
2 C -1.06240 -0.11069 -0.97911  C1 1.527, C3 1.533, H9 1.085, H10 1.096
3 C -1.36809 0.39335 0.43626  C2 1.533, C4 1.523, H11 1.076, H12 1.086
4 C -0.58482 1.63988 0.82587  C3 1.523, O5 1.410, H13 1.085, H14 1.086
5 O -0.55807 2.54985 -0.25143  C4 1.410, H15 0.960
6 N 0.32488 -2.09321 -0.41922  C1 1.514, H16 1.027, H17 1.017, H18 1.026
7 H 1.10793 -0.14579 -0.78018  C1 1.080
8 H 0.40716 -1.00086 -2.20177  C1 1.082
9 H -1.06379 0.74537 -1.64564  C2 1.085
10 H -1.84056 -0.83949 -1.23102  C2 1.096
11 H -1.16766 -0.33333 1.20437  C3 1.076
12 H -2.43593 0.58731 0.48155  C3 1.086
13 H -1.00615 2.05426 1.73584  C4 1.085
14 H 0.44442 1.34014 1.00255  C4 1.086
15 H -0.88050 3.40294 0.04987  O5 0.960
16 H -0.64943 -2.23629 -0.12756  N6 1.027
17 H 0.88308 -2.22276 0.42062  N6 1.017
18 H 0.46140 -2.91994 -1.01065  N6 1.026
19 H 3.19630 0.66502 1.02633  O21 0.969
20 H 2.93042 -0.64793 1.64276  O21 0.968
21 O 2.55635 -0.06081 0.97073  H19 0.969, H20 0.968

Question: Which formula does entry 3 have?
Answer: C4H14NO

Question: net charge of number 2 (C4H14NO)?
Answer: +1

Repeat the second record exactly.
A cluster of 2 separate species, C4H14NO in total in a non-equilibrium geometry, computed with ωB97M-V/def2-TZVPD.

Summary:
**Net charge**: +1
**LUMO**: -2.9 eV
**HOMO-LUMO gap**: 11.78 eV

Last columns: bonded neighbours and bond lengths (Å).
Positions of all 20 atoms, in Å:
1 C 0.10933 -0.02783 -1.80977  N5 1.480, H6 1.103, H7 1.103, H8 1.103
2 C -0.83196 1.36793 0.01908  N5 1.535, H9 1.103, H10 1.103, H11 1.103
3 C 0.37853 -0.79607 0.46493  N5 1.536, H12 1.103, H13 1.103, H14 1.103
4 C 1.60683 1.26231 -0.38527  N5 1.522, H15 1.103, H16 1.103, H17 1.103
5 N 0.31803 0.45378 -0.42565  C1 1.480, C2 1.535, C3 1.536, C4 1.522
6 H -0.71218 -0.76277 -1.84980  C1 1.103
7 H 1.03131 -0.51050 -2.17527  C1 1.103
8 H -0.13742 0.81252 -2.48026  C1 1.103
9 H -0.96098 2.15947 -0.73816  C2 1.103
10 H -0.63354 1.84317 0.99448  C2 1.103
11 H -1.77117 0.79419 0.09184  C2 1.103
12 H 1.26384 -1.35531 0.11838  C3 1.103
13 H -0.51555 -1.42417 0.31420  C3 1.103
14 H 0.48948 -0.59507 1.54376  C3 1.103
15 H 2.44365 0.67796 -0.80345  C4 1.103
16 H 1.91218 1.66084 0.59685  C4 1.103
17 H 1.39812 2.10997 -1.05946  C4 1.103
18 O -1.83531 -2.18792 2.68056  H19 0.984, H20 0.984
19 H -1.75154 -2.44135 1.73346  O18 0.984
20 H -1.80163 -3.04116 3.16955  O18 0.984